No. 1
Density functional theory data (ωB97M-V/def2-TZVPD) for a molecular structure, C26H46F18N3O28S10Zr in a non-equilibrium geometry.

```
! RIJCOSX wB97M-V def2-TZVPD def2/J DEFGRID3
* xyz 0 2
F 4.47 -15.78 -10.88
C 7.66 -19.61 -6.27
O -0.70 -13.58 -9.65
S -0.11 -18.58 -7.92
F 3.23 -17.16 -12.05
C -4.54 -15.17 -7.43
O 4.72 -21.39 -3.37
H 5.73 -20.10 -7.06
H -3.22 -18.73 -9.28
H -2.15 -16.86 -9.45
O 0.68 -16.19 -10.48
H 3.33 -23.65 -5.92
F -0.26 -18.42 -10.61
O 2.47 -24.39 -7.46
F 1.24 -18.45 -4.75
C 0.32 -19.23 -9.73
C 3.25 -23.39 -2.14
O 3.09 -16.51 -7.34
F -0.06 -15.62 -3.52
H -3.14 -22.44 -3.16
C 4.60 -14.14 -8.13
S 1.78 -15.26 -10.70
C -0.68 -23.63 -5.21
H -1.56 -13.51 -11.63
F -1.37 -13.91 -3.97
F 3.47 -18.38 -4.85
H 2.34 -23.66 -0.19
H -4.16 -20.39 -11.41
C 0.20 -12.45 -6.16
O 2.57 -22.29 -4.41
H 8.19 -18.70 -5.98
C 3.31 -16.42 -10.89
O 9.95 -19.91 -7.68
H -3.14 -23.84 -4.27
F -4.59 -14.73 -8.64
O 8.11 -21.65 -7.90
O -3.57 -13.97 -5.23
H 1.58 -21.12 -0.12
C -1.30 -15.22 -3.82
O -3.31 -16.50 -4.98
C 7.59 -19.43 -8.98
H 0.82 -22.22 -1.35
S -1.93 -16.23 -5.36
H 4.27 -21.64 -7.80
H 1.51 -20.45 -3.05
C 2.32 -17.76 -5.17
H 0.02 -12.09 -7.85
H 8.29 -19.10 -9.74
S 3.35 -21.90 -3.22
C -1.18 -23.36 -3.79
C 1.73 -21.72 -1.02
H 7.08 -20.26 -9.47
F -5.69 -15.11 -6.81
C 3.37 -22.08 -7.37
S 3.04 -13.47 -9.16
H 2.88 -21.35 -6.73
S -3.10 -14.23 -6.57
C 6.60 -18.48 -8.18
H 2.34 -23.91 -2.44
O -3.70 -21.99 -6.26
C -2.62 -22.93 -3.98
H 3.60 -22.34 -0.48
H 0.61 -11.45 -6.28
H 2.82 -19.92 -2.00
S 2.24 -17.67 -7.21
S 1.87 -23.68 -8.80
H 4.15 -23.99 -2.27
C 1.25 -13.40 -5.53
O 2.46 -24.41 -9.97
Zr -0.01 -15.10 -8.11
C -2.04 -15.42 -10.73
O 2.49 -22.16 -8.49
O 2.56 -12.18 -8.55
H -0.65 -22.38 -7.09
H -5.69 -20.55 -10.55
C 3.57 -23.59 -6.99
O 2.73 -18.93 -7.68
H -1.36 -24.34 -5.67
N 1.77 -14.53 -9.02
N -1.52 -15.28 -6.64
H -4.69 -20.54 -8.66
F 4.28 -14.55 -6.89
H -0.64 -12.62 -9.63
H 2.30 -13.13 -5.57
S -2.48 -21.76 -5.44
F 3.34 -17.40 -9.98
H 0.93 -13.50 -4.49
F 1.62 -19.39 -9.92
H 1.35 -15.35 -5.38
O -4.15 -20.61 -9.46
H -3.00 -15.66 -11.20
F -1.93 -15.71 -2.71
H 0.38 -23.88 -5.23
H 7.63 -20.21 -5.36
O -2.33 -20.40 -4.90
F 2.32 -16.57 -4.66
C -4.74 -20.02 -10.56
H -1.42 -16.04 -11.37
O -1.56 -18.37 -7.94
O 0.04 -12.92 -7.38
N 0.65 -17.13 -7.83
O -2.87 -13.13 -7.43
H 5.86 -18.54 -6.08
C -0.79 -22.34 -6.01
C 2.72 -22.86 -0.83
H -4.93 -18.06 -11.35
F -4.22 -16.42 -7.40
H -0.79 -12.34 -5.71
O 3.66 -13.36 -10.52
H -2.71 -13.40 -10.39
H -0.04 -21.73 -5.50
O 1.09 -14.78 -6.11
H 4.59 -23.89 -7.24
C -4.76 -18.56 -10.39
O -3.57 -18.09 -9.91
H -5.61 -18.34 -9.75
O 0.33 -19.65 -7.03
O 0.38 -23.60 -8.63
C -1.75 -13.87 -10.62
C 2.22 -20.78 -2.29
F 5.35 -15.01 -8.86
O -1.01 -17.33 -5.45
C 6.29 -19.19 -6.85
O 1.57 -14.37 -11.81
S 8.55 -20.31 -7.79
H -0.67 -22.62 -3.15
H 7.29 -17.66 -7.97
F 5.41 -13.11 -7.85
H -1.01 -24.29 -3.25
H 5.82 -17.92 -8.68
O -1.71 -16.01 -9.50
F -0.35 -20.32 -9.82
*
```

Computed properties:
- frontier orbital gap (spin up / spin down) (eV) = 5.84 / 8.70


No. 2
Density functional theory data (ωB97M-V/def2-TZVPD) for 2 unconnected molecules or ions with the total composition C2H9NS in a non-equilibrium geometry.

```
! RIJCOSX wB97M-V def2-TZVPD def2/J DEFGRID3
* xyz 0 1
S -0.37 -3.56 0.22
H -1.92 -2.22 1.65
H 1.52 -3.39 -1.24
H -0.78 -3.15 2.57
H 1.90 -2.69 0.34
N -0.42 5.94 -1.23
H -0.28 -1.68 1.83
C 1.13 -2.79 -0.42
C -0.89 -2.57 1.65
H 0.92 -1.80 -0.82
H -0.14 6.91 -1.37
H -1.09 5.61 -1.90
H 0.43 5.39 -1.27
*
```

Computed properties:
- relative energy (zero: lowest compared OMol25 entry of this formula, charge and spin) (eV) = 0.3146
- frontier orbital gap (eV) = 9.61


No. 3
Density functional theory data (ωB97M-V/def2-TZVPD) for a molecular structure, C21H24FeN2O2P2 in a non-equilibrium geometry.

```
! RIJCOSX wB97M-V def2-TZVPD def2/J DEFGRID3
* xyz 1 6
H 4.15 -1.34 -1.60
C 0.75 3.04 -1.82
N 0.67 -1.43 -3.15
C 1.19 -2.61 -2.78
H -2.83 0.97 -4.71
H 2.73 -1.27 2.05
C 3.50 0.92 0.02
C -2.40 -0.01 -4.49
H -0.62 2.01 -4.17
H 0.63 -6.03 -2.75
Fe 0.00 0.00 0.00
P -0.35 1.53 -1.78
H 0.41 3.78 -2.57
C 2.46 -2.59 -2.10
H 4.02 -1.88 0.95
H 2.37 -2.63 0.95
H -4.17 -1.08 -5.17
C -2.02 2.34 -1.72
C 2.38 -5.04 -1.97
C 0.50 -3.87 -2.99
C 2.94 -1.69 1.05
C -1.80 -0.09 0.48
H -1.33 -4.74 -3.77
O -0.99 1.68 4.15
H 3.39 1.64 -0.81
C -0.72 1.21 3.00
C -0.29 1.11 -3.62
H 1.78 2.73 -2.07
C 3.03 -3.80 -1.72
N -0.43 0.73 1.81
H 0.76 3.51 -0.83
C -1.11 -0.09 -3.97
C -0.77 -3.81 -3.58
H -2.16 2.79 -0.73
O -2.92 -0.25 0.77
H -3.26 -3.34 -4.66
C -3.17 -1.18 -4.75
H -0.31 -1.25 -0.87
H 0.78 0.91 -3.85
H 4.00 -3.80 -1.21
C 3.07 -1.26 -1.78
H 3.26 1.44 0.97
P 2.32 -0.49 -0.22
H 2.87 -0.54 -2.59
H 2.86 -5.97 -1.65
C 1.14 -5.08 -2.58
H 4.55 0.57 0.07
C -1.35 -2.58 -3.92
C -2.66 -2.44 -4.47
H -2.79 1.56 -1.85
C -0.56 -1.39 -3.68
H -2.14 3.11 -2.50
*
```

Computed properties:
- relative energy (zero: lowest compared OMol25 entry of this formula, charge and spin) (eV) = 1.3396
- frontier orbital gap (spin up / spin down) (eV) = 7.28 / 5.43


No. 4
Density functional theory data (ωB97M-V/def2-TZVPD) for a molecular structure, C47H30CaCl4N6 in a non-equilibrium geometry.

```
! RIJCOSX wB97M-V def2-TZVPD def2/J DEFGRID3
* xyz 0 1
C -7.42 -1.87 0.57
C -5.38 -1.53 -0.63
H 6.59 2.86 -2.28
C -3.36 -0.54 0.46
C 4.02 -0.75 0.14
H 4.31 2.00 -1.80
H 0.53 -5.76 0.14
H 3.37 4.43 1.34
H -5.23 1.65 0.92
H 0.05 -6.56 1.65
H 5.05 2.40 2.39
N -1.03 -1.46 0.22
C 3.13 1.61 0.61
H 4.02 -2.92 -0.01
C 5.38 2.51 1.36
H -4.80 -1.60 -1.54
H 7.31 3.29 1.91
C 0.19 3.70 0.66
N 2.10 -2.69 1.97
Cl 1.59 -4.84 -5.65
C 0.39 -4.51 -1.85
C -3.55 3.05 0.73
C -2.85 5.10 -1.12
C -5.53 -0.93 1.69
C -2.68 -2.96 0.65
C -2.16 2.82 0.43
C 1.16 -3.45 -1.34
H -3.47 4.22 -1.07
C 1.96 -5.23 3.17
C 0.52 -4.94 -3.16
H 1.68 -6.80 0.99
H 1.08 5.71 1.25
H -1.31 -4.67 0.88
N -1.95 1.51 0.35
H 2.78 -2.67 -4.24
C -6.85 -1.36 1.72
C 1.24 4.67 0.99
Cl -9.08 -2.40 0.60
N 1.82 -0.49 0.78
H 2.66 -6.07 3.07
H -5.07 -0.54 2.59
H 5.03 -0.47 -0.11
H 2.49 -4.36 3.54
C 0.87 -6.07 1.13
C -1.60 5.12 -0.47
C 6.25 2.76 -1.26
C 2.40 4.02 1.08
C -4.18 1.84 0.74
C 7.08 3.12 -0.21
C -3.33 6.16 -1.87
Cl 8.67 3.72 -0.55
C 1.40 -4.29 -4.01
H -7.16 -2.35 -1.50
N 1.35 -4.93 1.89
H -4.00 4.02 0.92
H -4.30 6.09 -2.35
N 0.79 2.43 0.71
C -1.13 3.90 0.27
C -0.47 -2.66 0.37
C -2.41 -1.60 0.39
C -4.78 -1.01 0.52
H 0.17 6.35 -0.37
H -0.07 -5.77 -3.53
C 2.09 -1.91 0.69
C -6.70 -1.95 -0.61
Ca -0.12 0.43 0.78
C 4.97 2.28 -0.98
C 4.51 2.14 0.33
H -7.43 -1.31 2.64
C 2.13 -3.21 -3.56
C 6.65 3.00 1.10
C 1.50 -3.69 1.38
C -1.47 -3.63 0.65
C 3.51 -1.98 0.17
Cl -3.16 8.64 -2.96
H -3.66 -3.39 0.85
C 1.01 -2.96 0.11
H 2.55 -1.93 -1.92
C -2.57 7.30 -2.02
C -3.17 0.85 0.52
H -0.68 8.22 -1.61
H -0.36 -4.98 -1.23
C -1.31 7.35 -1.46
C 2.00 -2.80 -2.24
C 2.13 2.59 0.83
C -0.84 6.28 -0.72
H 1.19 -5.51 3.90
C 2.93 0.19 0.51
*
```

Computed properties:
- relative energy (zero: lowest compared OMol25 entry of this formula, charge and spin) (eV) = 3.2574
- frontier orbital gap (spin up / spin down) (eV) = 5.37 / 5.37


No. 5
Density functional theory data (ωB97M-V/def2-TZVPD) for C3H6N4S in the gas phase in a non-equilibrium geometry.

```
! RIJCOSX wB97M-V def2-TZVPD def2/J DEFGRID3
* xyz 0 1
H -0.85 -1.11 1.33
H 1.64 0.48 2.40
H -2.95 -1.61 -0.41
N -0.70 0.36 -1.33
S -0.27 1.69 -2.38
H 1.78 -1.02 1.17
C 1.83 0.08 1.25
N 0.98 0.56 0.18
H 0.61 2.44 -1.52
H 3.04 0.33 1.16
N -1.95 -0.16 -1.46
N -0.93 -0.99 0.27
C -0.17 0.05 -0.14
C -2.06 -1.10 -0.52
*
```

Computed properties:
- relative energy (zero: lowest compared OMol25 entry of this formula, charge and spin) (eV) = 3.5612
- frontier orbital gap (eV) = 8.51


No. 6
Density functional theory data (ωB97M-V/def2-TZVPD) for a molecular structure, C21H19F11N3O3PSZr in a non-equilibrium geometry.

```
! RIJCOSX wB97M-V def2-TZVPD def2/J DEFGRID3
* xyz 3 2
F -0.86 4.03 -1.18
F -4.29 -6.31 -0.89
C -2.32 -3.85 0.85
H 0.59 -3.13 1.35
H 6.05 2.74 -1.46
H 6.39 1.86 -3.63
H 4.00 -5.13 -1.59
N -2.28 1.02 3.46
C -3.69 -4.14 -1.54
F -0.27 1.91 -1.78
H 2.48 -5.33 -2.45
F -0.86 2.58 0.53
H -0.29 1.71 3.74
H 3.55 -1.93 -2.35
F -1.71 -3.70 2.02
C 2.90 -2.20 -1.53
F -0.25 -0.66 -1.67
C 3.73 0.66 -1.52
C -2.00 0.30 2.45
O 5.63 1.56 -3.12
H -3.97 2.09 4.10
C 2.64 -3.55 -1.31
S -3.15 -1.62 -2.39
N 1.86 1.03 -0.08
H 1.63 -4.93 0.03
F -1.94 1.05 -0.58
C 2.22 2.32 0.03
C 1.82 -3.90 -0.23
H -1.58 2.87 4.19
C -3.03 -2.91 -1.30
H 3.57 3.88 -0.47
C -1.27 1.82 4.19
C -2.34 -2.85 -0.08
C 2.65 0.19 -0.82
O 3.81 -3.95 -3.30
C 5.26 2.54 -2.19
C 4.08 2.01 -1.43
H 4.35 0.00 -2.11
H -2.81 -0.27 2.01
O -0.82 0.23 1.89
C -3.67 -5.19 -0.63
H 4.99 3.49 -2.65
F -4.36 -4.31 -2.65
C -3.65 1.06 4.01
C 3.31 2.84 -0.61
N 1.45 -1.59 0.27
F -2.75 2.90 -1.48
F -2.97 -6.01 1.44
F -1.66 -1.69 0.27
H -3.65 0.60 5.00
H -4.33 0.52 3.35
Zr -0.03 -0.04 0.08
C 2.33 -1.26 -0.72
C 3.25 -4.60 -2.19
H -1.23 1.47 5.22
C -2.99 -5.04 0.56
H 1.60 2.95 0.65
H 4.18 -4.60 -3.91
C 1.24 -2.90 0.52
P -1.37 2.60 -0.95
*
```

Computed properties:
- frontier orbital gap (spin up / spin down) (eV) = 6.16 / 6.46


No. 7
Density functional theory data (ωB97M-V/def2-TZVPD) for a molecular structure, CH5O3P2S in a non-equilibrium geometry.

```
! RIJCOSX wB97M-V def2-TZVPD def2/J DEFGRID3
* xyz -1 1
S 2.64 0.03 0.02
C 0.99 -0.01 -0.77
H -1.10 -1.50 -0.62
P 0.36 1.53 0.21
O 2.77 -1.08 0.93
O 3.64 0.01 -1.02
P 0.35 -1.65 -0.24
H 0.39 0.87 1.48
H 0.19 -1.04 1.07
H -1.10 1.29 -0.35
O 2.50 1.36 0.68
H 1.11 0.22 -1.82
*
```

Computed properties:
- relative energy (zero: lowest compared OMol25 entry of this formula, charge and spin) (eV) = 0.0000
- frontier orbital gap (eV) = 8.51


No. 8
Density functional theory data (ωB97M-V/def2-TZVPD) for 11 unconnected molecules or ions with the total composition C17H59O20P3 in a non-equilibrium geometry.

```
! RIJCOSX wB97M-V def2-TZVPD def2/J DEFGRID3
* xyz 0 1
O -5.18 -0.52 -0.43
O 3.09 -3.24 2.11
H 4.63 -3.59 3.39
O 4.52 0.55 3.80
H -4.22 -0.43 2.09
H 1.02 5.04 2.31
H -3.65 2.30 -3.53
O -0.60 0.53 -5.81
H 0.59 -2.91 4.48
H 0.62 -0.98 -5.10
H 1.34 -4.19 -6.46
C 1.84 -2.77 -1.34
H -0.88 3.93 0.57
H -0.55 -4.14 -5.37
H -0.12 -2.10 1.84
H 1.04 0.74 1.71
O -4.19 -1.67 -2.48
C -0.87 1.16 -1.44
H -0.87 1.49 -2.48
H 2.84 -2.59 -1.73
H -4.24 0.74 -4.18
C -3.11 -2.32 -1.78
O 6.33 -2.06 0.35
H 0.71 3.27 1.00
H 4.92 2.10 5.13
C 0.31 0.02 -4.82
H 3.27 1.45 5.16
H 3.29 -2.65 4.11
P -4.86 -0.40 -1.84
C 3.55 -3.47 3.42
H 2.26 -0.33 2.42
P -2.05 1.35 3.78
H 2.74 1.07 1.38
C -2.61 3.81 3.19
H -2.56 3.43 2.17
H -7.93 -0.74 -2.29
H -3.58 4.32 3.28
C 0.16 4.19 0.76
H 3.12 -4.38 3.86
H -2.55 -1.62 -1.15
O 2.05 2.86 -3.90
H 1.38 -3.64 -1.81
H -2.57 0.90 -3.73
O 1.48 -3.76 -5.61
O 1.04 -1.61 -1.61
O 1.97 -0.57 0.39
H 1.17 0.67 -4.67
C 0.36 -4.05 -4.77
O -3.90 0.83 -2.12
O -6.04 -0.14 -2.84
H 5.79 -0.09 0.63
H 4.65 -1.10 -0.30
H -3.50 -3.11 -1.15
O -2.52 2.80 4.19
O 0.23 5.17 1.78
H -1.84 4.56 3.33
H 4.74 -1.26 1.46
H 3.84 2.48 3.79
C -7.10 -1.10 -2.89
H -0.08 0.78 -6.58
C -3.58 1.22 -3.47
H 1.76 4.74 -3.03
H 1.11 2.60 3.53
H 2.14 -3.04 2.15
H 0.16 2.39 5.00
H 5.92 -2.92 0.50
H -2.41 -2.70 -2.52
H -1.16 1.99 -0.80
C 1.27 3.77 -3.15
H -2.64 -1.03 2.68
C 5.33 -1.07 0.56
O -0.52 -1.13 0.34
C 2.02 0.28 1.55
O -0.58 1.56 3.22
H -0.89 -2.05 4.03
H 1.12 3.42 -2.13
C 0.49 1.89 4.08
C 4.11 1.71 4.50
C 0.17 -2.18 3.79
H 0.62 4.54 -0.17
H -2.81 -0.42 1.02
H 0.27 -3.23 -4.06
O 0.32 -2.70 2.46
H 0.74 -1.26 3.92
H -1.56 0.34 -1.34
O -2.83 1.05 2.46
H -6.77 -2.09 -2.58
H 0.56 -4.97 -4.22
P 0.64 -0.67 -0.43
O 0.47 0.74 -1.09
H -7.45 -1.17 -3.92
C -3.14 -0.30 2.05
H 2.57 3.34 -4.54
O -2.16 0.39 4.86
H 4.93 -0.06 4.40
H 1.89 -3.00 -0.27
H 1.09 1.03 4.36
H -0.20 0.05 -3.85
H 0.28 3.89 -3.61
*
```

Computed properties:
- relative energy (zero: lowest compared OMol25 entry of this formula, charge and spin) (eV) = 0.0000
- frontier orbital gap (eV) = 10.07


no.,total energy (hartree)
1,-9115.38202
2,-534.51812
3,-3020.72532
4,-4655.96792
5,-735.01493
6,-3086.03192
7,-1347.71789
8,-3212.12611